No. 1
# C2H8N2O2

C2H8N2O2 as an isolated structure at a distorted geometry (ωB97M-V with the def2-TZVPD basis set, OMol25).

```
14
Properties=species:S:1:pos:R:3:mulliken_charge:R:1
O 1.5816 0.8397 0.3967 -0.782
O -0.1082 1.2460 -1.4946 -0.443
N -0.0188 -1.8710 0.0269 -0.566
N 0.4552 -0.7669 -0.7232 -0.133
C -1.2272 0.5359 0.5544 -1.162
C -0.0852 0.4379 -0.4128 0.834
H -1.5997 1.5576 0.6032 0.372
H 1.4779 -0.5660 -0.8651 0.258
H 1.9923 1.0350 1.2436 0.194
H 0.7122 -2.0471 0.7177 0.205
H -0.8917 0.2164 1.5368 0.328
H -2.0309 -0.1260 0.2347 0.275
H -0.1640 2.1633 -1.2027 0.365
H -0.0935 -2.6548 -0.6154 0.255
```

For the energy above the lowest of the compared OMol25 structures with the same formula, charge and spin, the calculation gives 360.3 kJ/mol. As for the HOMO-LUMO gap: 9.60 eV. Its net charge is 0.

No. 2
# C6H9F3I2

C6H9F3I2 as an isolated structure at a distorted geometry (ωB97M-V with the def2-TZVPD basis set, OMol25).

```
20
Properties=species:S:1:pos:R:3:mulliken_charge:R:1
I 2.9979 0.8294 0.2015 0.098
I 1.9423 -1.8265 -1.9391 0.113
F -2.7924 0.8022 0.6544 -0.328
F -1.8126 -0.1284 -1.0771 -0.293
F -1.0769 1.6919 -0.0330 -0.232
C -0.2140 0.2050 2.1698 -1.060
C 1.0905 1.1927 -2.0987 -1.217
C -0.5748 -1.8105 0.5306 -1.271
C -0.7081 -0.3887 0.9178 0.644
C -1.5521 0.4992 0.1014 0.858
C 1.4850 0.1160 -1.1382 -0.092
H 0.4385 -2.2664 0.3809 0.169
H 0.9069 2.2028 -1.4719 0.305
H 0.2030 0.9188 -2.7051 0.326
H -0.9160 -2.3361 1.4586 0.395
H -1.1645 -1.9832 -0.3776 0.347
H 0.7973 0.6876 2.0230 0.090
H 0.0524 -0.6806 2.6948 0.399
H -0.9301 0.9596 2.5919 0.308
H 1.8277 1.3151 -2.8840 0.443
```

As for the HOMO-LUMO gap (alpha / beta): 7.10 / 8.27 eV. Its net charge is 0.

No. 3
# C4H5N3

An isolated molecule of C4H5N3 at a distorted geometry (ωB97M-V with the def2-TZVPD basis set, OMol25).

```
12
Properties=species:S:1:pos:R:3:mulliken_charge:R:1
N -2.4274 0.9137 1.3971 -0.511
N -0.0509 -0.3137 -0.7179 -0.218
N 1.6864 2.5784 -0.1057 -0.509
C 0.7539 1.8782 -0.0533 0.272
C -1.4562 0.9936 0.7529 0.250
C -0.3255 0.9896 -0.0694 -0.273
C 0.4512 -1.3973 0.1828 -0.768
H -0.9060 -0.6329 -1.1815 0.385
H 0.5813 -2.3223 -0.3852 0.337
H 0.6286 -0.1465 -1.4646 0.398
H -0.2857 -1.5293 0.9761 0.322
H 1.3974 -1.0624 0.6085 0.315
```

For the energy above the lowest of the compared OMol25 structures with the same formula, charge and spin, the calculation gives 281.4 kJ/mol. As for the HOMO-LUMO gap: 7.98 eV. Its net charge is 0.

No. 4
# C22H31BF24N3O5

A 4-piece molecular cluster, C22H31BF24N3O5 overall at a distorted geometry (ωB97M-V with the def2-TZVPD basis set, OMol25).

```
86
Properties=species:S:1:pos:R:3:mulliken_charge:R:1
F 4.7415 -4.5562 -1.4908 -0.257
F -0.6001 -3.1630 0.9651 -0.284
F 2.7922 3.5119 0.6753 -0.290
F 0.6563 -4.7653 -1.0282 -0.214
F 5.0090 6.7961 0.7655 -0.286
F 2.6451 -2.8652 -1.2848 -0.265
F -1.1828 -3.5630 -3.7574 -0.314
F 5.3407 4.2057 1.8979 -0.222
F -0.5468 -5.3227 4.2608 -0.296
F -0.9566 -0.9951 2.4048 -0.192
F 0.4833 -4.9828 -3.8380 -0.282
F -0.0596 -7.2409 3.3606 -0.294
F -2.7194 -6.7404 3.4784 -0.264
F -2.4641 -4.9938 2.1797 -0.196
F 7.1355 5.4606 1.7806 -0.251
F 1.0977 4.5273 -0.2499 -0.282
F 1.2266 -2.0808 1.4861 -0.333
F -1.2765 -5.3971 -1.8350 -0.323
F 2.9669 -5.4634 -2.4054 -0.208
F 4.1748 -2.1935 -2.6734 -0.311
F 6.4658 6.2076 -0.7361 -0.292
F 3.0076 5.7094 2.4298 -0.226
F 1.0756 4.6798 2.3684 -0.250
F -1.4654 -2.7396 3.6184 -0.231
O 2.3027 -2.9589 -3.5226 -0.409
O -3.5524 0.9431 -2.4899 -0.467
O -4.9339 3.1501 0.9511 -0.458
O 4.5777 5.0913 -0.6610 -0.390
O 0.3161 -5.4357 2.1692 -0.359
N 0.3882 0.7994 -1.7663 -0.792
N -2.6534 2.3180 -0.6854 0.101
N -4.2911 0.3511 -0.2477 -0.027
C -1.3489 2.3452 -1.4094 -1.102
C -0.5249 -6.0043 3.0974 0.774
C 1.9314 5.4732 1.6684 0.082
C 0.9260 -2.7183 -3.2975 -0.380
C 6.2328 4.7692 1.0552 0.189
C -0.4426 -2.0849 3.0514 -0.033
C -0.4125 -4.3607 -1.7428 0.511
C -3.4461 3.5930 -0.9212 -0.490
C -0.0144 1.2874 0.5937 -0.645
C 3.1969 -3.1112 -2.4946 0.823
C 3.8797 -4.4823 -2.5318 0.147
C 2.3034 4.7332 0.3809 1.027
C -4.7705 -0.9316 -0.8090 -0.904
C 0.2653 -2.9186 1.9778 1.179
C -1.9359 -6.1905 2.5277 0.210
C 3.2116 5.4430 -0.6383 -0.916
C -0.2951 1.4134 -0.8814 1.262
C 5.5228 5.7402 0.1054 0.803
C 0.9844 -4.2114 2.3950 -1.186
C -0.0115 -3.9301 -3.1588 0.786
C -4.0560 4.0855 0.3612 -0.799
C -3.7593 0.1655 1.1208 -1.242
B -3.5436 1.1218 -1.1283 0.542
H 2.8446 5.1040 -1.6062 0.426
H 1.1186 0.2353 -1.3358 0.298
H -3.9532 -1.5855 -1.0891 0.272
H -2.4502 2.3202 0.3146 0.288
H -2.7628 4.3581 -1.2688 0.386
H 0.6003 -2.2177 -4.2071 0.466
H 4.4225 -4.6066 -3.4708 0.250
H -4.3985 1.1916 -2.8912 0.333
H -5.3408 -1.4416 -0.0432 0.374
H 0.5588 2.1486 0.9260 -0.026
H 3.0677 6.5235 -0.6156 0.335
H 1.8470 -4.2630 1.7322 0.496
H 0.6172 0.4211 0.7324 0.263
H -4.1774 3.4368 -1.7024 0.378
H 0.7716 -2.0036 -2.4890 0.025
H -1.5028 2.1026 -2.4503 0.270
H -3.2762 4.2927 1.0890 0.351
H -4.5616 5.0253 0.1547 0.475
H -0.8831 1.1394 1.2240 0.106
H -3.6389 1.1292 1.6014 0.289
H -0.9270 3.3450 -1.3716 0.448
H -1.9050 -6.8400 1.6509 0.245
H 0.2542 -1.7491 3.8226 0.276
H -2.8230 -0.3750 1.1238 0.453
H -0.9081 -3.5389 -1.2171 -0.015
H 1.3778 -4.1400 3.4093 0.378
H 1.4248 6.4154 1.4405 0.294
H -4.4854 -0.3766 1.7116 0.464
H -5.4338 -0.7642 -1.6440 0.345
H 6.7368 3.9864 0.4849 0.259
H -5.8085 3.2064 0.5426 0.320
```

As for the HOMO-LUMO gap: 10.64 eV. Its net charge is +1.

No. 5
# C59H49NO8P2PdS

C59H49NO8P2PdS as an isolated structure at a distorted geometry (ωB97M-V with the def2-TZVPD basis set, OMol25).

```
121
Properties=species:S:1:pos:R:3:mulliken_charge:R:1
Pd 0.4526 0.2057 -1.2285 -0.202
S -0.4983 3.2127 5.0885 1.547
P 2.5227 -0.6405 -1.2406 1.069
P -1.2970 -1.1960 -1.2849 0.394
O -2.7430 -0.7335 -0.6921 0.247
O -0.5110 4.1706 4.0092 -0.663
O 3.5035 0.4527 -1.9418 -0.371
O -1.6196 -1.3538 -2.8773 -0.152
O 3.3762 -1.0789 0.0785 0.023
O 2.7263 -1.9621 -2.1592 -0.251
O -0.8503 3.6123 6.4289 -0.727
O -1.2256 -2.7127 -0.6840 0.210
N -0.4398 -0.5748 4.8740 -0.810
C 0.2730 1.9186 0.9933 0.594
C -3.7735 -4.7743 0.9525 -0.588
C 6.5984 2.6971 -0.3588 -0.744
C 0.6486 2.9664 -1.3600 1.079
C 2.3157 -1.0477 -5.6838 -0.554
C -3.2061 -2.9184 2.4079 -0.372
C -3.5311 1.0581 -2.0964 0.354
C -4.4550 -1.9257 -5.0812 -0.556
C -3.5180 3.1830 5.0730 -0.553
C 4.1310 -2.2531 0.2723 0.371
C -0.4896 1.5140 2.0687 -0.764
C 1.8773 2.2828 4.0370 -0.131
C -2.0409 -3.2339 0.3413 0.490
C 1.1659 -2.7780 -3.7989 -0.188
C -2.6171 -2.0406 -3.5745 0.107
C -2.8965 1.9189 4.8907 0.699
C 3.0817 1.9059 6.5132 -0.621
C 1.7852 2.4191 6.4471 -0.329
C 4.3836 1.7477 -0.0738 0.690
C 5.6026 -4.5710 0.6065 -0.608
C 1.1756 2.5652 5.2012 -0.499
C 6.6317 2.2669 -1.6872 -0.555
C 2.2917 -2.0157 -3.5030 -0.148
C -4.5605 1.5856 -2.8812 -0.679
C -4.0114 -4.0222 2.1060 -0.778
C -1.4809 1.7729 4.6224 0.885
C 2.9001 -1.1740 -4.4231 -0.192
C -2.8737 -3.3685 -3.2605 -0.234
C -6.0651 -0.1488 -2.0996 -0.512
C -5.8188 0.9795 -2.8831 -0.615
C 5.5117 -2.1516 0.4607 -0.458
C -0.9229 0.5025 4.8377 0.089
C 0.3261 2.9085 -2.7306 -0.012
C -5.0866 0.8598 5.1996 -0.720
C -0.1123 2.1101 -0.3969 -1.347
C -5.0467 -0.6873 -1.3093 -0.620
C 3.7714 1.5724 5.3416 -0.645
C -3.3161 -1.3314 -4.5423 -0.233
C -5.6852 2.1170 5.3413 -0.434
C 3.1655 1.7591 4.0929 -0.432
C -2.1941 -2.5251 1.5281 -0.435
C 0.6001 -2.6501 -5.0692 -0.509
C -4.7989 -3.2302 -4.7103 -0.595
C 1.7190 3.7883 -0.9445 -0.353
C -3.7854 -0.0962 -1.3712 0.496
C -3.7137 0.7626 4.9811 -0.434
C 1.1067 3.5763 -3.6775 -0.851
C 2.5236 4.4161 -1.8927 -0.741
C -4.8913 3.2760 5.3047 -0.836
C 6.2461 -3.3325 0.6227 -0.467
C -4.0088 -3.9564 -3.8167 -0.852
C 2.2103 4.3283 -3.2561 -0.477
C 1.1652 -1.7756 -6.0013 -0.726
C -2.7500 -4.4026 0.0741 -0.537
C 3.4656 -3.4748 0.2922 -0.283
C 4.2157 -4.6415 0.4513 -0.627
C 5.5457 1.5730 -2.2191 -0.549
C 4.4734 1.2821 -1.3813 0.365
C 5.4733 2.4631 0.4373 -0.828
H -1.5806 1.4316 2.0596 0.384
H -0.5315 2.3082 -3.0455 0.298
H 7.3242 -3.2707 0.7637 0.380
H -2.9338 4.1075 5.0631 0.331
H 7.4604 3.2286 0.0497 0.410
H 1.3121 2.1497 1.2003 -0.747
H -4.2602 -4.9814 -3.5504 0.437
H -1.1904 2.0743 -0.5815 0.947
H -6.7603 2.1931 5.4999 0.363
H 6.1840 -5.4882 0.7184 0.363
H -7.0521 -0.6149 -2.0799 0.411
H -3.3537 -2.3525 3.3302 0.414
H -4.3694 2.4786 -3.4819 0.413
H 7.4891 2.4525 -2.3325 0.386
H -5.1880 -1.5644 -0.6739 0.489
H -5.6719 -0.0592 5.2739 0.383
H -5.0491 -1.3483 -5.7932 0.412
H 3.3912 4.9983 -1.5713 0.374
H 5.4990 1.2117 -3.2480 0.309
H 0.7250 -3.4138 -3.0291 0.522
H -4.3770 -5.6571 0.7263 0.399
H 1.3952 2.4458 3.0821 0.553
H 2.8240 4.8480 -3.9949 0.391
H 3.6851 1.5020 3.1674 0.522
H -2.5421 1.5185 -2.0617 -0.377
H 0.1022 1.0120 2.8298 0.498
H 2.7698 -0.3772 -6.4150 0.417
H 1.9093 3.9219 0.1212 0.532
H -0.2821 -3.2447 -5.3143 0.470
H -5.6968 -3.6766 -5.1406 0.381
H -3.2348 -0.2153 4.9092 0.306
H -1.5426 -1.6810 1.7547 0.533
H 0.8435 3.5144 -4.7385 0.424
H -2.5280 -4.9841 -0.8214 0.481
H 3.4877 1.5869 0.5264 -0.048
H -4.8247 -4.3042 2.7801 0.402
H 2.3814 -3.5040 0.1875 0.448
H -2.9709 -0.3289 -4.7942 0.433
H 4.7824 1.1635 5.3954 0.397
H -5.3414 4.2611 5.4665 0.361
H 5.9819 -1.1667 0.4697 0.436
H -6.6162 1.3847 -3.5098 0.377
H 3.7004 -5.6017 0.4552 0.387
H 3.7823 -0.6010 -4.1511 0.416
H 5.4409 2.8267 1.4658 0.496
H 1.2395 2.6885 7.3466 0.456
H 0.7083 -1.6770 -6.9882 0.411
H 3.5512 1.7640 7.4871 0.368
H -2.2005 -3.9106 -2.5978 0.533
```

For the energy above the lowest of the compared OMol25 structures with the same formula, charge and spin, the calculation gives 72.5 kJ/mol. As for the HOMO-LUMO gap: 3.85 eV. Its net charge is 0.

No. 6
# C30H27Cl2N3O7Rh

C30H27Cl2N3O7Rh as an isolated structure at a distorted geometry (ωB97M-V with the def2-TZVPD basis set, OMol25).

```
70
Properties=species:S:1:pos:R:3:mulliken_charge:R:1
Rh -0.1479 -0.2604 -0.1268 0.833
Cl 0.9911 -1.0670 -4.8994 -0.207
Cl -1.5958 0.2178 -4.9712 -0.208
O 0.0594 0.4895 1.9261 -0.161
O -0.9387 -2.3300 2.2328 -0.724
O 0.4743 -2.2774 0.5148 -0.855
O 6.4471 -0.1320 1.4265 -0.458
O 1.9708 0.4090 -0.0043 -0.572
O -0.8480 -1.7090 -1.9464 -0.516
O -0.1370 0.3337 -2.3795 -0.363
N -0.5712 4.2581 0.3558 0.166
N -7.0207 -4.6029 -1.5159 -0.615
N -0.3022 2.1632 -0.2424 0.730
C 0.5189 -0.1365 4.1212 -1.415
C 0.2514 -5.0297 0.1336 -0.201
C -0.6421 -1.0638 -4.2302 0.159
C -1.1251 5.4094 1.0046 -0.866
C -0.3386 -2.8567 1.2917 0.726
C -4.5622 -2.9049 0.2590 -1.012
C -1.0674 -7.0079 0.4711 -0.330
C -4.8894 -1.8713 -1.9150 -1.087
C -0.5556 -4.3346 1.0246 0.173
C 4.7111 -0.0722 2.9943 -1.099
C -0.0002 -6.3633 -0.1320 -0.629
C -6.1933 -3.8324 -1.2858 0.093
C 4.1415 0.0872 0.6710 -0.569
C 2.7506 0.2162 0.9743 -0.059
C -5.2172 -2.8789 -0.9866 0.531
C 3.3888 0.0092 3.3230 -0.708
C 0.4892 4.2149 -0.5072 -0.451
C -1.0099 2.9874 0.4825 -0.879
C 6.9155 -0.0551 0.1048 -0.765
C -1.6163 -4.9870 1.6406 -0.286
C -1.8765 -6.3161 1.3582 -0.698
C 0.9768 0.2009 2.7179 0.405
C 5.0964 -0.0426 1.6419 1.047
C 2.3676 0.1491 2.3653 0.737
C -3.3321 -0.8919 -0.3230 0.977
C 0.6416 2.9074 -0.8680 -1.059
C -0.5317 -0.7924 -2.7093 0.642
C -2.5104 0.1773 0.0615 -1.518
C -3.6534 -1.9408 0.5827 -0.097
C -3.9613 -0.9197 -1.5995 -0.136
H -3.1512 -1.9571 1.5356 0.440
H -2.2270 -4.4310 2.3373 0.500
H -5.4025 -1.8544 -2.8678 0.453
H -1.0197 5.3264 2.0881 0.321
H -0.6051 6.3042 0.6688 0.280
H 3.1389 -0.0175 4.3713 0.211
H -1.2751 -8.0458 0.2399 0.362
H -2.3537 0.3263 1.1244 0.262
H 0.1028 -1.1423 4.0576 0.213
H 1.0674 -4.5128 -0.3483 0.425
H 4.3903 0.1179 -0.3784 0.374
H 1.3472 2.4471 -1.5293 0.582
H -4.8054 -3.6944 0.9566 0.413
H 8.0033 -0.0708 0.1748 0.226
H -1.1074 -2.0211 -4.4662 0.302
H -2.1869 5.5064 0.7678 0.330
H 1.3021 -0.1017 4.8663 0.438
H 0.6308 -6.9003 -0.8284 0.382
H 6.5788 -0.9096 -0.4918 0.313
H 1.0287 5.0982 -0.7814 0.407
H -2.7191 -6.8142 1.8181 0.364
H -0.2847 0.5411 4.4022 0.292
H -2.5358 1.0514 -0.5772 0.698
H 6.5976 0.8767 -0.3750 0.306
H -1.8378 2.7224 1.1072 0.605
H -3.7080 -0.1516 -2.3177 0.420
H 5.4796 -0.1614 3.7437 0.410
```

For the energy above the lowest of the compared OMol25 structures with the same formula, charge and spin, the calculation gives 332.3 kJ/mol. As for the HOMO-LUMO gap (alpha / beta): 6.70 / 6.51 eV. Its net charge is -1.

No. 7
# C5H14NOS

A 2-piece molecular cluster, C5H14NOS overall (ωB97M-V with the def2-TZVPD basis set, OMol25).

```
22
Properties=species:S:1:pos:R:3:mulliken_charge:R:1
S 0.2434 1.0176 1.4783 -0.086
O -0.6935 0.3855 -1.3426 -0.599
N 3.0309 0.6472 -0.1558 -0.612
C 1.4888 -0.2913 1.5950 -0.518
C -1.8790 -1.6071 -1.9218 -1.470
C -1.5949 -0.5942 -0.8277 0.941
C -2.8900 0.0645 -0.3367 -1.225
C 2.2264 -0.5095 0.2720 -0.470
H 2.1548 -0.0616 2.4301 0.375
H 3.5808 0.9084 0.6590 0.254
H 2.4106 1.4464 -0.2814 0.259
H 1.5518 -0.8405 -0.5176 0.271
H -2.6503 -2.3302 -1.6517 0.372
H -0.2902 0.7752 -0.5319 0.203
H 2.9587 -1.3103 0.4244 0.365
H -2.2277 -1.0638 -2.8044 0.340
H -3.3280 0.6622 -1.1375 0.313
H 0.9614 -1.2144 1.8695 0.292
H -2.6390 0.7257 0.4968 0.237
H -3.6332 -0.6534 0.0164 0.380
H -1.0930 -1.1124 0.0030 0.045
H -0.9847 -2.1590 -2.2221 0.331
```

As for the spin multiplicity: 2. For the energy above the lowest of the compared OMol25 structures with the same formula, charge and spin, the calculation gives 0.0 kJ/mol. As for the HOMO-LUMO gap (alpha / beta): 10.37 / 6.94 eV. Its net charge is 0.

No. 8
# CH7NS2

A 2-piece molecular cluster, CH7NS2 overall at a distorted geometry (ωB97M-V with the def2-TZVPD basis set, OMol25).

```
11
Properties=species:S:1:pos:R:3:mulliken_charge:R:1
S 1.8918 -2.2620 -1.5068 -0.060
S 1.5626 -2.0560 0.5504 -0.211
N -2.4476 5.7745 2.0437 -0.523
C 1.5942 -3.9862 -1.8565 -0.741
H -1.7377 5.3270 1.5050 0.174
H -3.0021 5.2132 2.6495 0.170
H 2.5327 -4.3977 -2.2257 0.266
H 0.8615 -4.0853 -2.6635 0.278
H 1.1839 -4.6331 -1.0935 0.316
H 0.3209 -1.6297 0.6038 0.151
H -2.7601 6.7353 1.9935 0.179
```

For the energy above the lowest of the compared OMol25 structures with the same formula, charge and spin, the calculation gives 51.8 kJ/mol. As for the HOMO-LUMO gap: 9.65 eV. The SMILES is CSS.N. Its net charge is 0.

- Among the records above, which one has the lowest net charge?
  C30H27Cl2N3O7Rh